Entry from the OMol25 dataset: a molecular structure, C40H40AsNO3P2S2SnTe (ωB97M-V/def2-TZVPD).

ORCA input file:
```
! wB97M-V def2-TZVPD RIJCOSX def2/J DEFGRID3
* xyz 0 1
Sn 1.076 -1.077 -0.472
Te -0.718 2.248 3.174
C -2.722 2.859 2.793
C -2.994 4.074 2.176
C -4.305 4.375 1.832
N -5.335 3.563 2.058
C -5.070 2.410 2.671
C -3.797 2.020 3.062
C -0.533 0.944 1.579
P 0.070 1.357 -0.008
C -1.275 1.813 -1.153
C -2.537 2.131 -0.663
C -3.553 2.505 -1.532
C -3.312 2.555 -2.897
C -2.057 2.229 -3.394
C -1.043 1.856 -2.525
C 1.076 2.874 0.046
C 0.588 4.086 -0.438
C 1.341 5.245 -0.305
C 2.584 5.203 0.310
C 3.072 3.999 0.799
C 2.322 2.840 0.673
P -0.457 -0.797 1.703
C -2.094 -1.576 1.506
C -2.200 -2.966 1.551
C -3.426 -3.581 1.370
C -4.561 -2.810 1.139
C -4.462 -1.429 1.096
C -3.229 -0.813 1.281
C 0.002 -1.354 3.370
C -0.980 -1.448 4.359
C -0.634 -1.797 5.653
C 0.693 -2.061 5.971
C 1.670 -1.980 4.991
C 1.327 -1.625 3.693
H -2.197 4.769 1.944
H -4.536 5.314 1.338
H -5.920 1.762 2.859
H -3.648 1.066 3.553
H -2.716 2.087 0.402
H -4.531 2.754 -1.139
H -4.106 2.839 -3.577
H -1.871 2.256 -4.460
H -0.067 1.591 -2.917
H -0.378 4.131 -0.921
H 0.952 6.183 -0.681
H 3.168 6.108 0.413
H 4.036 3.962 1.290
H 2.688 1.907 1.080
H -1.315 -3.565 1.744
H -3.505 -4.661 1.416
H -5.521 -3.290 0.994
H -5.343 -0.825 0.916
H -3.140 0.265 1.237
H -2.016 -1.252 4.111
H -1.399 -1.862 6.416
H 0.961 -2.335 6.983
H 2.704 -2.191 5.228
H 2.093 -1.574 2.937
C -0.390 -4.644 -1.225
As -0.912 -3.406 -2.608
C 0.592 -3.327 -3.808
C -2.308 -4.319 -3.566
S -1.550 -1.518 -1.957
H 0.125 -5.491 -1.677
H -1.285 -4.983 -0.707
H 0.276 -4.147 -0.522
H 0.767 -4.304 -4.258
H 1.467 -3.010 -3.242
H 0.373 -2.588 -4.576
H -1.994 -5.335 -3.805
H -2.527 -3.768 -4.478
H -3.193 -4.335 -2.933
C 6.140 0.374 -4.752
C 5.618 0.013 -3.388
C 5.283 0.997 -2.462
C 4.801 0.663 -1.207
C 4.641 -0.673 -0.868
C 4.967 -1.670 -1.776
C 5.455 -1.322 -3.026
S 4.014 -1.104 0.736
O 2.746 -0.285 0.845
O 4.968 -0.679 1.721
O 3.681 -2.516 0.680
H 6.293 1.449 -4.844
H 5.442 0.066 -5.532
H 7.091 -0.122 -4.950
H 5.405 2.041 -2.726
H 4.545 1.438 -0.495
H 4.834 -2.705 -1.492
H 5.717 -2.102 -3.732
*
```

Computed properties:
HOMO-LUMO gap = 7.65 eV
Energy above the lowest of the compared OMol25 structures with the same formula, charge and spin = 13.0 kcal per mole
E_HOMO = -7.41 eV